C2H5NP2 in the gas phase. Source: the OMol25 dataset; level of theory: ωB97M-V/def2-TZVPD.

Properties
**E_HOMO**: -8.898 eV
**Kohn-Sham gap**: 8.3 eV
**2S+1**: 1
**SMILES string**: [H]/N=P/C(C)=P\[H]
**Relative energy (zero: lowest compared OMol25 entry of this formula, charge and spin)**: 2.032 eV
**LUMO level**: -0.60 eV
**E**: -816.5536 Ha

Last column: natural (NBO) charge in e.
Element x y z (Å)
1 C -0.733 -0.122 -0.317  -0.64
2 C -0.348 1.303 -0.215  -0.71
3 N 1.948 -0.578 0.273  -1.11
4 P -2.243 -0.666 0.062  0.42
5 P 0.859 -1.593 -0.219  1.03
6 H 0.094 1.226 0.837  0.25
7 H 0.420 1.393 -0.923  0.22
8 H -0.958 2.208 -0.376  0.24
9 H 2.827 -1.124 0.567  0.38
10 H -1.865 -2.047 0.311  -0.07

A gas-phase ion, C2H3N2O2S (charge -1). Source: the OMol25 dataset; level of theory: ωB97M-V/def2-TZVPD.

Properties
**E_HOMO**: -4.439 eV
**Kohn-Sham gap**: 8.2 eV
**2S+1**: 1
**SMILES string**: [O-]/C(S)=N/C=N\O
**Relative energy (zero: lowest compared OMol25 entry of this formula, charge and spin)**: 2.352 eV
**Net charge**: -1
**LUMO level**: 3.76 eV
**E**: -736.1368 Ha

Last column: natural (NBO) charge in e.
Element x y z (Å)
1 C -0.168 0.705 1.594  0.75
2 C -0.243 -1.275 -0.015  0.18
3 N -0.170 -0.487 1.308  -0.67
4 N -0.231 -1.391 -1.333  -0.18
5 O 0.151 -0.393 -2.276  -0.62
6 O -0.159 1.405 2.544  -0.61
7 S 0.032 1.831 -0.260  -0.58
8 H 1.210 1.349 -0.011  0.12
9 H -0.493 -2.243 0.313  0.16
10 H 0.071 0.499 -1.865  0.46

2 unconnected molecules or ions with the total composition C2H9N2O2S. Source: the OMol25 dataset; level of theory: ωB97M-V/def2-TZVPD.

Properties
**E_HOMO**: -14.211 eV
**Kohn-Sham gap**: 10.3 eV
**2S+1**: 1
**Relative energy (zero: lowest compared OMol25 entry of this formula, charge and spin)**: 1.354 eV
**Net charge**: +1
**LUMO level**: -3.88 eV
**E**: -739.4282 Ha

Last column: natural (NBO) charge in e.
Element x y z (Å)
1 C 0.521 -0.806 1.417  -0.75
2 C 0.247 0.517 0.840  0.37
3 N -0.034 0.230 -1.541  -1.16
4 N 0.971 1.593 0.841  -0.66
5 O -1.951 -1.034 -0.450  -0.89
6 O -2.459 0.301 -2.388  -0.88
7 S -1.361 -0.655 -1.727  1.98
8 H 0.349 -0.860 2.537  0.30
9 H -0.227 -1.507 0.934  0.29
10 H -0.813 0.739 0.557  0.23
11 H 1.530 -1.154 1.147  0.25
12 H 0.616 -0.010 -2.276  0.39
13 H 1.979 1.576 1.058  0.43
14 H 0.519 2.379 0.289  0.44
15 H -2.364 1.250 -2.372  0.54
16 H -1.200 -1.738 -2.657  0.11

A gas-phase ion, C5H12N (charge +1). Source: the OMol25 dataset; level of theory: ωB97M-V/def2-TZVPD.

Properties
**E_HOMO**: -14.765 eV
**Kohn-Sham gap**: 9.4 eV
**2S+1**: 1
**SMILES string**: C=[NH+]CCCC
**Relative energy (zero: lowest compared OMol25 entry of this formula, charge and spin)**: 2.558 eV
**Net charge**: +1
**LUMO level**: -5.38 eV
**E**: -252.1371 Ha

Last column: natural (NBO) charge in e.
Element x y z (Å)
1 C 1.864 1.719 0.491  -0.62
2 C 1.515 0.524 -0.407  -0.40
3 C 0.597 -0.487 0.305  -0.44
4 C -0.866 -0.150 0.507  -0.24
5 C -2.419 -1.693 -0.734  0.12
6 N -1.731 -0.614 -0.633  -0.38
7 H 0.992 1.892 1.081  0.19
8 H 1.980 2.750 0.053  0.24
9 H 2.735 1.604 1.019  0.23
10 H 2.319 -0.193 -0.619  0.23
11 H 0.971 0.701 -1.354  0.19
12 H 1.189 -0.717 1.102  0.25
13 H 0.661 -1.605 -0.020  0.22
14 H -1.080 0.923 0.649  0.24
15 H -1.255 -0.660 1.378  0.23
16 H -3.000 -1.887 -1.665  0.25
17 H -2.613 -2.195 0.237  0.24
18 H -1.860 0.089 -1.390  0.44

A molecular structure, C5H9NS. Source: the OMol25 dataset; level of theory: ωB97M-V/def2-TZVPD.

Properties
**E_HOMO**: -8.577 eV
**Kohn-Sham gap**: 8.3 eV
**2S+1**: 1
**Relative energy (zero: lowest compared OMol25 entry of this formula, charge and spin)**: 5.149 eV
**LUMO level**: -0.27 eV
**E**: -648.6639 Ha

Last column: natural (NBO) charge in e.
Element x y z (Å)
1 C 1.983 0.016 0.464  -0.62
2 C 0.649 0.108 -0.275  -0.13
3 C -1.281 -1.566 -0.307  -0.40
4 C -1.221 0.888 0.287  -0.32
5 C -0.027 1.482 -0.208  -0.05
6 H 2.154 0.437 1.544  0.23
7 H 2.707 0.394 -0.129  0.22
8 H 2.401 -1.055 0.374  0.22
9 H 0.674 -0.113 -1.253  0.20
10 H -0.454 -2.461 -0.927  0.24
11 H -2.211 -0.824 -1.100  0.12
12 H -2.040 -1.954 0.528  0.22
13 H -2.058 1.059 -0.467  0.23
14 H -1.591 1.262 1.298  0.24
15 N -0.579 -0.491 0.333  -0.45
16 S 0.894 2.819 -0.163  0.05

3 unconnected molecules or ions with the total composition C24H38N3O6PS. Source: the OMol25 dataset; level of theory: ωB97M-V/def2-TZVPD.

Properties
**E_HOMO**: -8.519 eV
**Kohn-Sham gap**: 8.0 eV
**2S+1**: 1
**SMILES string**: CCCCCCCc1cc([PH2]=S)cc2c1C(=O)N(CCC(=O)O)C2=O.CNC(C)=O.CNC(C)=O
**LUMO level**: -0.57 eV
**E**: -2292.6210 Ha

Last column: Mulliken charge in e.
Element x y z (Å)
1 C 5.036 0.618 2.046  -1.05
2 C 4.385 2.008 1.909  -0.69
3 C 3.349 2.074 0.788  0.16
4 C 3.970 1.902 -0.598  -1.05
5 C 2.940 1.737 -1.716  -0.35
6 C 2.269 0.344 -1.721  -0.86
7 C 0.728 0.396 -1.624  -0.64
8 C 0.171 0.291 -0.227  0.76
9 C 0.709 -0.553 0.741  -0.57
10 C 0.219 -0.608 2.050  0.80
11 P 0.992 -1.671 3.280  0.35
12 S 2.362 -0.762 4.339  -0.42
13 C -0.849 0.190 2.452  -0.91
14 C -1.412 0.996 1.487  0.03
15 C -0.931 1.040 0.183  0.92
16 C -1.811 1.976 -0.573  -0.66
17 O -1.637 2.480 -1.644  -0.51
18 N -2.981 2.234 0.237  0.13
19 C -4.156 1.440 -0.192  -0.62
20 C -5.356 1.769 0.684  -0.73
21 C -6.658 1.459 -0.020  0.57
22 O -6.766 0.682 -0.922  -0.53
23 O -7.739 2.145 0.431  -0.49
24 C -2.557 1.946 1.584  -0.30
25 O -2.997 2.465 2.566  -0.56
26 H 6.055 0.600 1.657  0.32
27 H 4.439 -0.135 1.527  0.20
28 H 5.081 0.305 3.089  0.32
29 H 3.906 2.264 2.856  0.36
30 H 5.162 2.759 1.740  0.38
31 H 2.853 3.048 0.817  0.36
32 H 2.614 1.282 0.961  -0.20
33 H 4.656 1.048 -0.601  0.34
34 H 4.583 2.780 -0.826  0.43
35 H 2.183 2.523 -1.654  0.16
36 H 3.445 1.883 -2.672  0.26
37 H 2.696 -0.235 -0.899  0.43
38 H 2.523 -0.177 -2.644  0.45
39 H 0.407 1.350 -2.036  -0.38
40 H 0.310 -0.412 -2.230  0.59
41 H 1.546 -1.186 0.468  0.41
42 H 1.479 -2.755 2.552  0.08
43 H -0.062 -2.088 4.087  0.06
44 H -1.226 0.189 3.466  0.54
45 H -3.909 0.375 -0.113  0.28
46 H -4.355 1.684 -1.232  0.46
47 H -5.326 2.831 0.942  0.49
48 H -5.335 1.217 1.627  0.41
49 H -7.553 2.512 1.303  0.36
50 C -0.081 3.150 -4.314  -1.27
51 C 0.801 2.407 -5.289  0.76
52 O 1.992 2.229 -5.091  -0.64
53 N 0.210 1.924 -6.417  -0.16
54 C -1.179 2.031 -6.817  -0.83
55 H 0.525 3.468 -3.471  0.16
56 H -0.521 4.030 -4.784  0.56
57 H -0.879 2.509 -3.947  0.39
58 H 0.846 1.437 -7.028  0.25
59 H -1.625 1.042 -6.932  0.28
60 H -1.266 2.558 -7.769  0.29
61 H -1.744 2.577 -6.069  0.32
62 C 0.075 -5.660 4.569  -1.29
63 C -0.392 -5.384 3.159  0.79
64 O -0.485 -4.244 2.722  -0.61
65 N -0.706 -6.446 2.382  -0.18
66 C -0.657 -7.855 2.724  -0.85
67 H 0.287 -4.713 5.055  0.24
68 H -0.694 -6.183 5.138  0.38
69 H 0.983 -6.264 4.567  0.38
70 H -1.010 -6.193 1.455  0.24
71 H 0.027 -8.385 2.060  0.29
72 H -1.646 -8.305 2.629  0.29
73 H -0.316 -7.985 3.745  0.32

C20H24FNO3 in the gas phase. Source: the OMol25 dataset; level of theory: ωB97M-V/def2-TZVPD.

Properties
**E_HOMO**: -7.911 eV
**Kohn-Sham gap**: 8.6 eV
**2S+1**: 1
**SMILES string**: CCOc1ccc([C@@H](C)NC(=O)Cc2ccccc2F)cc1OCC
**Relative energy (zero: lowest compared OMol25 entry of this formula, charge and spin)**: 0.047 eV
**LUMO level**: 0.69 eV
**E**: -1156.8648 Ha

Last column: natural (NBO) charge in e.
Element x y z (Å)
1 C -3.365 -0.458 1.883  -0.64
2 C -4.055 0.589 1.016  -0.06
3 H -4.312 0.165 0.041  0.19
4 H -4.970 0.939 1.504  0.18
5 O -3.286 1.769 0.871  -0.50
6 C -2.043 1.738 0.306  0.24
7 C -1.183 2.742 0.734  -0.23
8 C 0.098 2.879 0.236  -0.20
9 C 0.558 1.994 -0.721  -0.03
10 C -0.297 0.991 -1.168  -0.30
11 C -1.590 0.848 -0.687  0.30
12 O -2.455 -0.115 -1.139  -0.53
13 C -2.006 -1.063 -2.083  -0.06
14 C -3.128 -2.069 -2.288  -0.62
15 H -4.019 -1.564 -2.652  0.22
16 H -3.366 -2.555 -1.345  0.21
17 H -2.824 -2.820 -3.012  0.21
18 H -1.108 -1.573 -1.708  0.18
19 H -1.763 -0.566 -3.033  0.17
20 H 0.065 0.312 -1.926  0.21
21 C 1.976 1.991 -1.257  -0.06
22 N 2.661 0.820 -0.701  -0.63
23 C 2.795 0.614 0.626  0.70
24 O 2.592 1.445 1.480  -0.62
25 C 3.201 -0.827 0.967  -0.52
26 C 1.949 -1.649 0.901  -0.10
27 C 1.611 -2.374 -0.235  0.45
28 C 0.453 -3.121 -0.330  -0.31
29 C -0.424 -3.131 0.742  -0.20
30 C -0.128 -2.398 1.879  -0.22
31 C 1.044 -1.668 1.956  -0.17
32 H 1.271 -1.093 2.841  0.23
33 H -0.813 -2.399 2.713  0.22
34 H -1.334 -3.707 0.683  0.22
35 H 0.256 -3.684 -1.229  0.23
36 F 2.449 -2.349 -1.306  -0.35
37 H 3.606 -0.835 1.979  0.24
38 H 3.951 -1.192 0.266  0.23
39 H 2.798 0.035 -1.317  0.40
40 C 2.772 3.259 -0.970  -0.62
41 H 2.242 4.125 -1.356  0.21
42 H 2.922 3.369 0.099  0.24
43 H 3.744 3.196 -1.453  0.21
44 H 1.939 1.833 -2.341  0.20
45 H 0.730 3.662 0.616  0.22
46 H -1.554 3.419 1.488  0.22
47 H -3.087 -0.025 2.842  0.21
48 H -2.466 -0.822 1.392  0.22
49 H -4.039 -1.294 2.053  0.21

2 unconnected molecules or ions with the total composition C7H13FN. Source: the OMol25 dataset; level of theory: ωB97M-V/def2-TZVPD.

Properties
**E_HOMO**: -14.533 eV
**Kohn-Sham gap**: 10.1 eV
**2S+1**: 1
**Relative energy (zero: lowest compared OMol25 entry of this formula, charge and spin)**: 4.860 eV
**Net charge**: +1
**LUMO level**: -4.48 eV
**E**: -428.7056 Ha

Last column: natural (NBO) charge in e.
Element x y z (Å)
1 C 0.738 -0.531 -0.873  0.69
2 C -0.585 1.465 1.092  -0.49
3 C 0.063 0.192 1.164  0.03
4 C 0.728 1.278 1.842  -0.28
5 C 0.659 1.200 3.422  -0.58
6 C 0.337 -1.831 -2.959  -0.48
7 C -1.371 -0.499 -1.800  -0.40
8 N 0.010 -0.989 -1.790  -0.38
9 F 2.056 -0.855 -0.877  -0.31
10 H -0.697 2.169 0.350  0.27
11 H -1.642 1.438 1.662  0.25
12 H -0.306 -0.758 1.582  0.25
13 H 1.697 1.752 1.567  0.28
14 H 0.126 2.090 3.726  0.24
15 H 1.691 1.101 3.738  0.23
16 H 0.186 0.278 3.590  0.21
17 H 1.189 -2.621 -2.979  0.27
18 H 0.766 -1.338 -3.814  0.25
19 H -0.563 -2.405 -3.208  0.24
20 H -1.582 -0.038 -0.789  0.24
21 H -1.974 -1.328 -2.059  0.22
22 H -1.526 0.230 -2.588  0.23